DFT (ωB97M-V/def2-TZVPD) results for a cluster of 8 separate species, C44H68F9N7O3S in total.

As for the highest occupied orbital energy: -9.7 eV. As for the lowest unoccupied orbital energy: -2.3 eV. Its relative energy (zero: lowest compared OMol25 entry of this formula, charge and spin) is 1170.4 kJ/mol. The SMILES is CCOCCC1=C(CCCCC(F)(F)C(F)(F)S(F)(F)(F)(F)F)C(=O)C=CC1=O.CCCC#N.CCCC#N.CCCC#N.CCCC#N.CCCC#N.CCCC#N.CCCC#N. The HOMO-LUMO gap comes out at 7.43 eV.

Last column: Mulliken charge in e.
Element x y z (Å)
C1 -7.20 1.65 7.84  -0.90
C2 -8.02 2.85 7.05  -0.15
O1 -9.01 2.36 6.07  -0.35
C3 -8.36 1.76 4.89  -0.55
C4 -7.59 2.83 3.94  0.82
C5 -7.00 2.27 2.53  0.65
C6 -6.35 3.31 1.63  0.00
C7 -6.26 4.91 1.98  -0.43
C8 -4.78 5.45 2.44  -0.66
C9 -3.92 4.43 3.39  0.06
C10 -2.43 5.04 3.67  -1.04
C11 -1.29 4.55 2.54  0.75
F1 -2.02 4.47 1.25  -0.21
F2 -0.27 5.66 2.54  -0.30
C12 -0.68 3.14 3.10  0.67
F3 0.30 3.51 4.18  -0.26
F4 -1.67 2.24 3.76  -0.24
S1 0.27 2.11 1.86  1.22
F5 1.70 2.31 2.81  -0.34
F6 0.70 3.44 0.88  -0.30
F7 -1.11 1.70 0.93  -0.28
F8 -0.09 0.72 2.86  -0.36
F9 1.19 1.11 0.81  -0.30
C13 -5.66 2.88 0.17  0.44
O2 -5.10 3.80 -0.63  -0.60
C14 -5.58 1.30 -0.32  -0.51
C15 -6.23 0.30 0.56  -0.37
C16 -7.03 0.74 1.96  0.37
O3 -7.72 -0.30 2.53  -0.58
H1 -7.00 2.03 8.95  0.34
H2 -7.83 0.67 7.95  0.24
H3 -6.17 1.48 7.28  0.21
H4 -8.63 3.43 7.88  0.31
H5 -7.23 3.60 6.62  0.14
H6 -9.21 1.24 4.23  0.28
H7 -7.64 0.86 5.20  0.28
H8 -8.29 3.78 3.79  -0.38
H9 -6.65 3.25 4.55  -0.23
H10 -6.52 5.48 0.96  0.37
H11 -7.04 5.30 2.76  0.01
H12 -4.97 6.44 3.08  0.33
H13 -4.19 5.82 1.47  0.21
H14 -3.78 3.41 2.83  0.24
H15 -4.51 4.31 4.42  0.06
H16 -2.12 4.76 4.77  0.34
H17 -2.53 6.23 3.64  0.39
H18 -5.04 0.94 -1.30  0.32
H19 -6.22 -0.83 0.21  0.31
C17 0.75 -2.29 1.29  -1.12
C18 2.16 -2.79 1.00  -0.18
C19 2.19 -3.91 -0.03  0.30
C20 1.53 -5.13 0.44  0.24
N1 1.00 -6.10 0.82  -0.50
H20 0.13 -3.08 1.74  0.43
H21 0.78 -1.46 2.00  0.08
H22 0.26 -1.94 0.38  0.34
H23 2.62 -3.12 1.93  0.32
H24 2.75 -1.95 0.62  0.13
H25 3.24 -4.14 -0.27  -0.24
H26 1.73 -3.58 -0.97  0.19
C21 6.24 -3.99 -2.44  -1.17
C22 5.76 -2.59 -2.79  -0.42
C23 6.23 -1.53 -1.80  0.08
C24 5.66 -1.72 -0.46  0.08
N2 5.21 -1.88 0.60  -0.58
H27 5.83 -4.33 -1.48  0.41
H28 5.92 -4.70 -3.21  0.30
H29 7.33 -4.03 -2.39  0.26
H30 4.66 -2.59 -2.86  0.20
H31 6.14 -2.33 -3.79  0.44
H32 5.93 -0.54 -2.17  0.37
H33 7.32 -1.53 -1.74  0.05
C25 4.87 -7.19 -7.22  -1.33
C26 4.03 -5.94 -6.98  -0.08
C27 4.83 -4.65 -7.10  -0.17
C28 5.86 -4.52 -6.06  0.23
N3 6.67 -4.43 -5.24  -0.50
H34 5.65 -7.29 -6.46  0.33
H35 4.24 -8.08 -7.17  0.38
H36 5.34 -7.17 -8.21  0.32
H37 3.56 -6.01 -5.99  0.18
H38 3.22 -5.92 -7.72  0.28
H39 4.14 -3.80 -7.02  -0.03
H40 5.29 -4.59 -8.10  0.38
C29 -12.78 5.30 2.44  -1.13
C30 -12.57 4.62 3.78  -0.39
C31 -11.83 5.50 4.79  -0.44
C32 -10.45 5.79 4.37  0.33
N4 -9.36 6.03 4.04  -0.53
H41 -11.83 5.52 1.94  0.32
H42 -13.35 4.64 1.77  0.33
H43 -13.34 6.23 2.55  0.30
H44 -12.02 3.68 3.63  0.25
H45 -13.55 4.36 4.20  0.33
H46 -11.80 4.99 5.76  0.26
H47 -12.38 6.44 4.94  0.32
C33 8.12 3.52 -2.84  -1.14
C34 8.85 2.55 -1.93  -0.36
C35 9.70 1.53 -2.69  -0.42
C36 8.88 0.63 -3.51  0.27
N5 8.24 -0.08 -4.16  -0.44
H48 7.40 3.01 -3.48  0.33
H49 7.56 4.26 -2.24  0.33
H50 8.82 4.07 -3.47  0.31
H51 8.12 2.03 -1.29  0.25
H52 9.51 3.12 -1.26  0.31
H53 10.27 0.94 -1.97  0.26
H54 10.43 2.05 -3.32  0.32
C37 8.79 -3.94 1.75  -1.30
C38 9.33 -3.25 0.51  0.03
C39 9.86 -4.23 -0.54  -0.16
C40 11.03 -4.97 -0.07  0.05
N6 11.96 -5.57 0.31  -0.44
H55 9.57 -4.49 2.28  0.41
H56 8.38 -3.20 2.45  0.36
H57 7.98 -4.64 1.49  0.31
H58 10.12 -2.55 0.80  0.32
H59 8.52 -2.66 0.06  -0.16
H60 10.13 -3.67 -1.44  0.35
H61 9.07 -4.93 -0.83  0.21
C41 0.47 -3.04 -7.59  -1.03
C42 -0.25 -4.16 -6.85  -0.38
C43 -0.28 -3.96 -5.34  -0.46
C44 1.06 -4.00 -4.74  0.26
N7 2.12 -4.03 -4.26  -0.39
H62 1.52 -2.98 -7.31  0.19
H63 0.42 -3.21 -8.67  0.32
H64 0.00 -2.07 -7.38  0.36
H65 0.24 -5.12 -7.10  0.26
H66 -1.28 -4.22 -7.22  0.31
H67 -0.90 -4.75 -4.89  0.29
H68 -0.77 -3.01 -5.10  0.29


DFT (ωB97M-V/def2-TZVPD) results for a cluster of 2 separate species, C4H7BrOS in total.

As for the highest occupied orbital energy: -8.8 eV. As for the lowest unoccupied orbital energy: -0.5 eV. Its relative energy (zero: lowest compared OMol25 entry of this formula, charge and spin) is 181.0 kJ/mol. The SMILES is C/C(O)=C\Br.C=S. The HOMO-LUMO gap comes out at 8.34 eV.

Last column: Mulliken charge in e.
Element x y z (Å)
C1 0.47 -1.74 0.21  -1.35
C2 0.01 -0.54 -0.53  0.73
O1 -1.26 -0.57 -1.12  -0.43
C3 0.75 0.51 -0.91  -0.95
Br1 2.51 0.79 -0.24  -0.17
H1 0.54 -2.49 -0.45  0.35
H2 1.37 -1.46 0.77  0.38
H3 -0.23 -2.00 0.86  0.41
H4 -1.81 0.20 -1.21  0.22
H5 0.50 1.22 -1.54  0.80
C4 -0.65 2.24 0.48  -0.32
S1 -2.12 2.24 -0.12  -0.27
H6 -0.43 1.57 1.41  0.25
H7 0.08 2.84 0.15  0.35


DFT (ωB97M-V/def2-TZVPD) results for a cluster of 9 separate species, C57H135N9O12 in total.

The net charge is +1. As for the highest occupied orbital energy (alpha / beta): -9.6 / -9.6 eV. As for the lowest unoccupied orbital energy (alpha / beta): -2.6 / -6.5 eV. Its relative energy (zero: lowest compared OMol25 entry of this formula, charge and spin) is 621.1 kJ/mol. Its spin multiplicity is 2. The HOMO-LUMO gap (alpha / beta) comes out at 7.07 / 3.12 eV.

Last column: Mulliken charge in e.
Element x y z (Å)
C1 6.51 -3.57 0.61  -1.85
C2 4.97 -3.52 0.94  1.50
C3 4.74 -4.68 1.85  -1.34
C4 3.52 -4.73 2.77  -0.75
C5 3.44 -3.43 3.53  -1.46
C6 3.29 -2.23 2.56  2.65
N1 4.51 -2.27 1.70  0.49
O1 4.91 -1.05 1.18  -0.23
C7 2.06 -2.49 1.67  -2.07
C8 3.17 -0.98 3.38  -2.40
C9 4.35 -3.83 -0.44  -1.52
H1 7.05 -3.39 1.54  0.49
H2 6.86 -2.78 -0.05  0.37
H3 6.89 -4.55 0.32  0.42
H4 4.71 -5.58 1.24  0.39
H5 5.59 -4.96 2.47  0.52
H6 3.78 -5.47 3.53  0.44
H7 2.62 -5.05 2.24  0.36
H8 4.39 -3.23 4.01  0.52
H9 2.80 -3.32 4.41  0.43
H10 2.00 -3.32 0.96  0.27
H11 1.08 -2.28 2.10  0.55
H12 2.00 -1.71 0.91  0.38
H13 4.06 -0.76 3.98  0.65
H14 2.99 -0.17 2.67  0.35
H15 2.26 -0.99 3.97  0.38
H16 4.33 -2.93 -1.06  0.41
H17 3.31 -4.14 -0.36  0.28
H18 4.81 -4.66 -0.98  0.44
H19 5.63 -0.85 1.78  0.40
C10 -3.17 4.42 -5.73  -1.87
C11 -4.13 3.23 -5.37  1.32
C12 -4.79 2.93 -6.79  -1.19
C13 -5.41 1.57 -6.78  -0.75
C14 -4.48 0.45 -6.37  -0.96
C15 -3.97 0.68 -4.89  1.82
N2 -3.32 2.05 -4.93  0.09
O2 -2.64 2.23 -3.79  -0.28
C16 -4.98 0.34 -3.81  -1.55
C17 -2.84 -0.40 -4.67  -1.57
C18 -5.27 3.71 -4.30  -1.30
H20 -2.49 4.62 -4.90  0.34
H21 -3.69 5.29 -6.14  0.41
H22 -2.49 4.05 -6.50  0.48
H23 -5.60 3.65 -6.89  0.42
H24 -4.26 3.13 -7.72  0.46
H25 -5.82 1.41 -7.78  0.43
H26 -6.21 1.63 -6.04  0.24
H27 -3.75 0.21 -7.14  0.43
H28 -5.19 -0.38 -6.30  0.33
H29 -4.56 0.54 -2.82  0.25
H30 -5.91 0.92 -3.86  0.17
H31 -5.16 -0.72 -3.65  0.41
H32 -2.17 -0.46 -5.53  0.51
H33 -2.10 -0.27 -3.88  0.00
H34 -3.31 -1.36 -4.46  0.19
H35 -6.15 3.06 -4.24  0.25
H36 -5.50 4.76 -4.45  0.52
H37 -4.77 3.51 -3.35  0.15
H38 -1.73 2.14 -4.09  0.29
C19 3.33 7.90 1.24  -1.46
C20 2.44 7.41 -0.05  1.73
C21 2.74 8.32 -1.26  -1.24
C22 4.11 8.06 -1.93  -0.81
C23 4.20 6.48 -2.17  -1.68
C24 3.97 5.49 -1.10  2.30
N3 2.79 5.98 -0.38  -0.02
O3 2.35 5.07 0.67  0.27
C25 3.67 4.06 -1.65  -1.84
C26 5.22 5.52 -0.23  -1.52
C27 1.01 7.60 0.24  -2.13
H39 3.03 8.89 1.58  0.51
H40 4.38 8.14 1.04  0.33
H41 3.31 7.17 2.04  0.05
H42 1.87 8.27 -1.91  0.44
H43 2.80 9.33 -0.84  0.43
H44 4.96 8.35 -1.31  0.33
H45 4.15 8.72 -2.80  0.41
H46 5.26 6.48 -2.45  0.44
H47 3.69 6.14 -3.08  0.50
H48 3.47 3.30 -0.90  0.04
H49 2.84 3.96 -2.36  0.47
H50 4.49 3.69 -2.25  0.46
H51 6.02 4.93 -0.67  0.48
H52 5.59 6.46 0.18  0.34
H53 5.04 4.86 0.63  -0.09
H54 0.59 8.60 0.20  0.38
H55 0.62 7.25 1.20  0.29
H56 0.39 7.07 -0.48  0.52
H57 1.48 4.76 0.42  0.11
C28 4.53 2.20 1.86  -0.54
O4 5.49 3.04 2.49  -0.49
C29 4.91 4.08 3.25  0.19
C30 5.96 4.95 4.00  -0.93
N4 6.89 4.00 4.75  -0.44
C31 8.28 4.05 4.18  -0.38
C32 9.01 2.87 4.97  -0.51
O5 10.42 3.17 4.75  -0.29
C33 11.24 2.01 4.70  -0.71
H58 4.23 1.47 2.61  0.39
H59 5.08 1.72 1.06  0.43
H60 3.56 2.57 1.52  -0.15
H61 4.15 3.61 3.87  0.48
H62 4.53 4.83 2.56  -0.23
H63 5.26 5.49 4.64  0.36
H64 6.36 5.71 3.34  0.33
H65 6.65 3.04 4.54  0.33
H66 8.64 5.05 4.43  0.40
H67 8.25 3.86 3.10  0.17
H68 8.65 1.95 4.52  0.34
H69 8.86 3.01 6.04  0.30
H70 10.89 1.28 3.98  0.29
H71 11.35 1.39 5.59  0.29
H72 12.21 2.50 4.55  0.25
C34 1.07 -4.92 -2.57  -0.98
O6 0.19 -4.50 -1.46  0.06
C35 -1.17 -4.32 -1.75  -0.66
C36 -1.84 -3.62 -0.48  -1.32
N5 -1.54 -2.23 -0.12  1.00
C37 -1.91 -1.24 -1.13  -0.97
C38 -1.35 0.11 -0.58  -0.75
O7 0.06 0.07 -0.81  -0.48
C39 0.96 1.03 -0.20  -0.96
H73 1.54 -4.10 -3.11  0.27
H74 0.49 -5.44 -3.34  0.34
H75 1.82 -5.56 -2.12  0.27
H76 -1.65 -5.29 -1.93  0.63
H77 -1.30 -3.79 -2.69  0.43
H78 -1.46 -4.14 0.40  0.43
H79 -2.92 -3.74 -0.36  -0.03
H80 -0.53 -2.18 -0.15  -0.15
H81 -3.00 -1.19 -1.24  0.65
H82 -1.45 -1.34 -2.11  0.17
H83 -1.68 0.30 0.45  0.15
H84 -1.90 0.87 -1.13  0.57
H85 0.76 2.03 -0.61  0.63
H86 2.02 0.99 -0.45  0.32
H87 0.97 1.16 0.88  0.23
C40 -6.13 2.72 -0.91  -0.91
O8 -6.13 1.49 -0.22  -0.13
C41 -7.27 1.10 0.61  -0.48
C42 -7.12 -0.40 0.63  -0.30
N6 -7.08 -0.96 2.04  -0.23
C43 -5.81 -0.84 2.76  -1.25
C44 -4.51 -1.53 2.44  0.94
O9 -3.84 -1.89 3.63  -0.45
C45 -2.57 -2.61 3.44  -0.42
H88 -6.62 3.58 -0.46  0.39
H89 -6.74 2.55 -1.80  0.32
H90 -5.11 2.90 -1.26  0.20
H91 -8.20 1.44 0.15  0.43
H92 -7.13 1.40 1.65  0.27
H93 -6.29 -0.66 -0.03  -0.02
H94 -8.01 -0.81 0.14  0.29
H95 -7.94 -1.13 2.54  0.24
H96 -6.04 -1.02 3.81  0.59
H97 -5.52 0.20 2.83  0.30
H98 -4.01 -0.76 1.86  -0.13
H99 -4.82 -2.40 1.86  -0.20
H100 -2.68 -3.48 2.79  0.40
H101 -1.80 -2.49 4.20  0.42
H102 -2.06 -1.96 2.72  -0.22
C46 1.29 4.27 3.96  -1.43
C47 -0.19 4.17 3.58  0.86
C48 -0.91 2.85 3.91  -1.05
O10 -0.10 1.80 3.32  0.19
C49 -0.34 0.46 3.70  -0.70
N7 -1.02 5.30 4.08  -0.67
H103 1.46 3.98 5.00  0.63
H104 1.65 5.29 3.79  0.47
H105 1.92 3.50 3.53  0.02
H106 0.03 4.29 2.52  -0.16
H107 -1.85 2.77 3.35  0.33
H108 -0.93 2.60 4.97  0.35
H109 -0.21 0.30 4.77  0.46
H110 0.37 -0.23 3.24  -0.43
H111 -1.31 0.09 3.36  0.51
H112 -0.59 5.45 4.98  0.32
H113 -0.89 6.14 3.54  0.31
C50 -1.00 -8.01 0.68  -1.36
C51 -2.33 -8.56 0.08  1.20
C52 -1.93 -9.36 -1.23  -0.90
O11 -1.30 -8.54 -2.20  -0.12
C53 -0.29 -9.14 -2.99  -0.79
N8 -2.96 -9.26 1.19  -0.68
H114 -1.14 -7.71 1.71  0.50
H115 -0.77 -7.13 0.08  0.06
H116 -0.24 -8.78 0.60  0.36
H117 -2.87 -7.66 -0.22  -0.36
H118 -2.75 -10.00 -1.57  0.36
H119 -1.31 -10.06 -0.69  0.39
H120 0.42 -9.75 -2.44  0.36
H121 0.16 -8.32 -3.56  0.15
H122 -0.72 -9.83 -3.71  0.33
H123 -3.59 -9.84 0.65  0.28
H124 -2.41 -9.85 1.81  0.25
C54 -7.41 -4.87 -0.19  -1.12
C55 -6.38 -5.52 -1.14  0.26
C56 -6.00 -4.76 -2.43  -0.41
O12 -4.79 -5.32 -2.93  -0.22
C57 -4.31 -4.71 -4.14  -0.51
N9 -5.19 -5.80 -0.32  -0.58
H125 -8.17 -4.32 -0.74  0.35
H126 -6.92 -4.27 0.57  0.07
H127 -7.94 -5.55 0.48  0.35
H128 -6.82 -6.43 -1.52  0.28
H129 -5.75 -3.74 -2.11  0.11
H130 -6.79 -4.67 -3.18  0.47
H131 -4.53 -3.64 -4.24  0.23
H132 -4.51 -5.35 -4.99  0.31
H133 -3.23 -4.67 -3.97  0.03
H134 -4.76 -4.96 0.04  0.09
H135 -4.57 -6.19 -1.02  0.33


DFT (ωB97M-V/def2-TZVPD) results for the molecule C3H6N2O2.

As for the highest occupied orbital energy: -9.2 eV. As for the lowest unoccupied orbital energy: 0.6 eV. Its relative energy (zero: lowest compared OMol25 entry of this formula, charge and spin) is 360.4 kJ/mol. The SMILES is [H]/N=N\[C@@H](C)C(=O)O. The HOMO-LUMO gap comes out at 9.82 eV.

Last column: Mulliken charge in e.
Element x y z (Å)
H1 -1.36 1.30 -1.85  0.26
N1 -2.07 1.11 -1.11  -0.40
N2 -1.67 0.51 -0.11  -0.03
C1 -0.03 0.24 -0.07  0.32
C2 0.39 0.54 1.35  -1.32
C3 0.06 -1.17 -0.45  0.38
O1 -0.62 -2.11 -0.72  -0.45
O2 1.58 -1.12 -0.73  -0.50
H2 0.37 0.93 -0.82  0.39
H3 0.02 -0.22 2.05  0.32
H4 0.01 1.51 1.67  0.35
H5 1.48 0.56 1.43  0.36
H6 1.83 -2.06 -0.63  0.31


DFT (ωB97M-V/def2-TZVPD) results for the ion CH3Cl3N2P with charge +1.

The net charge is +1. As for the highest occupied orbital energy: -15.1 eV. As for the lowest unoccupied orbital energy: -5.9 eV. Its relative energy (zero: lowest compared OMol25 entry of this formula, charge and spin) is 22.0 kJ/mol. The SMILES is CN=[N+]=P(Cl)(Cl)Cl. The HOMO-LUMO gap comes out at 9.15 eV.

Last column: Mulliken charge in e.
Element x y z (Å)
C1 0.51 -1.75 -0.80  -0.67
N1 -0.30 -0.63 -0.49  -0.13
N2 0.23 0.20 0.38  -0.04
P1 -0.53 1.61 0.74  0.97
Cl1 -2.10 2.08 -0.28  -0.02
Cl2 0.94 2.77 0.29  -0.05
Cl3 -0.96 1.78 2.70  -0.06
H1 1.25 -1.59 -1.56  0.34
H2 -0.11 -2.57 -1.05  0.29
H3 1.07 -1.90 0.07  0.37


Q: Among the records above, which one has the lowest relative energy (zero: lowest compared OMol25 entry of this formula, charge and spin)?
A: CH3Cl3N2P


Q: Which formula does entry 3 have?
A: C57H135N9O12


Q: Which of these has the highest relative energy (zero: lowest compared OMol25 entry of this formula, charge and spin)?
A: C44H68F9N7O3S


Q: relative energy (zero: lowest compared OMol25 entry of this formula, charge and spin) of number 3 (C57H135N9O12)?
A: 621.1 kJ/mol